Record 1
Formula: C17H33F3NO9P2
Source: the Open Molecules 2025 dataset
Level of theory: ωB97M-V with the def2-TZVPD basis set

Structure (XYZ):
```
65
Properties=species:S:1:pos:R:3
C 4.60340 -4.68855 -0.27590
C 4.55304 -3.27571 0.29483
N 3.36944 -2.50838 -0.13600
C 3.34367 -1.19678 0.53881
C 2.00710 -0.45871 0.45216
P 0.43239 -1.50554 0.79469
C -1.20948 -2.50467 1.10076
C -1.90772 -3.04305 -0.13277
O -1.69034 -4.45231 -0.20491
C -3.41792 -2.80807 -0.18833
F -4.10283 -3.63973 0.61668
F -3.79653 -1.56314 0.14119
F -3.89918 -3.02740 -1.44200
P -0.83183 0.33579 -0.05010
O -1.46108 1.16091 1.06034
C 3.31485 -2.42856 -1.56542
C 3.93748 -1.23553 -2.26083
O 2.84751 -3.34115 -2.21265
H 5.44484 -5.22884 0.17690
H 4.72717 -4.70130 -1.35967
H 3.68388 -5.21959 -0.01876
H 4.48361 -3.33971 1.38658
H 5.48223 -2.72775 0.04642
H 3.60728 -1.36353 1.59005
H 4.14243 -0.55083 0.13525
H 2.01263 0.32141 1.22814
H 1.95006 0.06288 -0.51173
H 0.20910 -0.82159 2.06475
H 1.21515 -2.53630 1.44552
H 0.53343 -2.09632 -0.54342
H -1.86468 -1.90401 1.74110
H -0.89248 -3.38025 1.67861
H -1.48310 -2.57742 -1.03985
H -2.03261 -4.77334 -1.05162
H -0.04031 1.19838 -0.87278
H -1.83118 -0.01183 -1.00992
H 3.90028 -1.42646 -3.33615
H 3.41498 -0.30230 -2.04941
H 4.98544 -1.13135 -1.95351
C 0.24311 5.54997 -1.51290
C 1.05200 4.77797 -2.52764
C 0.28164 3.72741 -3.30420
O 1.28384 2.74098 -3.56681
C 2.22813 2.83649 -2.60110
O 3.08536 2.03734 -2.40954
O 2.04956 3.96797 -1.88178
H 0.75829 6.45648 -1.19890
H -0.72039 5.83404 -1.93831
H 0.06812 4.93224 -0.63230
H 1.57721 5.45002 -3.21286
H -0.13150 4.08886 -4.24237
H -0.50624 3.27147 -2.69921
C -4.83010 0.70830 1.93293
C -4.64254 2.13526 2.36924
C -3.49168 2.36234 3.32411
O -3.94838 3.49560 4.09385
C -5.29594 3.51252 4.05681
O -5.98105 4.22061 4.73209
O -5.76144 2.62647 3.15769
H -5.43346 0.64357 1.02809
H -3.85025 0.29439 1.71536
H -5.31769 0.11877 2.71138
H -4.54564 2.79558 1.50496
H -2.55700 2.58953 2.82298
H -3.35407 1.51649 4.00141
```

Properties
- Multiplicity: 1
- Gap between HOMO and LUMO: 6.747 eV
- HOMO energy: -4.39 eV
- Total charge: -1
- Total energy: -2381.805981 hartree

Results of the Löwdin charge analysis, in e, for atoms 1 through 5:
1 C -0.093
2 C -0.242
3 N -0.103
4 C -0.273
5 C -0.394

=====

Record 2
Formula: CH4ClN2
Source: the Open Molecules 2025 dataset
Level of theory: ωB97M-V with the def2-TZVPD basis set

Structure (XYZ):
```
8
Properties=species:S:1:pos:R:3
C 1.42051 -0.24762 -0.18429
N -0.69760 1.31252 0.72495
N 1.14284 -1.40592 -0.65599
Cl 2.67097 0.59945 0.26906
H -1.33418 0.88692 0.13055
H -0.36666 2.26371 0.19544
H 0.14085 -1.77253 -0.59119
H 1.81839 -2.20845 -0.69747
```

Properties
- Multiplicity: 1
- Relative energy (zero: lowest compared OMol25 entry of this formula, charge and spin): 6.067 eV
- Gap between HOMO and LUMO (alpha / beta): 8.621 / 9.636 eV
- HOMO energy (alpha / beta): -15.53 / -15.30 eV
- Total charge: +1
- Total energy: -609.748743 hartree

Results of the Löwdin charge analysis, in e, for atoms 1 through 5:
1 C -0.590
2 N 0.103
3 N 0.142
4 Cl 0.971
5 H -0.069

=====

Record 3
Formula: C3H3N3O
Source: the Open Molecules 2025 dataset
Level of theory: ωB97M-V with the def2-TZVPD basis set

Structure (XYZ):
```
10
Properties=species:S:1:pos:R:3
C -1.06587 0.51574 -0.08016
C -4.94101 -0.18074 0.21998
C 0.08956 0.21927 0.74127
N -2.22095 0.57345 -0.31072
N -4.42337 0.47230 -0.63486
N -3.26105 1.15687 -0.72664
O -5.57351 -0.83940 0.90392
H 0.47224 1.29312 1.09607
H 0.89654 -0.24155 0.17777
H -0.46447 -0.36179 1.58719
```

Properties
- Multiplicity: 1
- Relative energy (zero: lowest compared OMol25 entry of this formula, charge and spin): 5.062 eV
- Gap between HOMO and LUMO: 7.846 eV
- HOMO energy: -7.78 eV
- Total energy: -355.453862 hartree

Results of the Löwdin charge analysis, in e, for atoms 1 through 5:
1 C -0.065
2 C -0.358
3 C -0.074
4 N 0.001
5 N 0.055

=====

Record 4
Formula: H3NO2S
Source: the Open Molecules 2025 dataset
Level of theory: ωB97M-V with the def2-TZVPD basis set

Structure (XYZ):
```
7
Properties=species:S:1:pos:R:3
N -1.65686 -0.10156 0.15084
O 1.97639 1.11269 -0.06673
O 0.41519 -0.71038 -0.54191
S 1.63031 -0.43221 0.33614
H -1.31636 -0.75444 0.92742
H -2.31904 -0.67466 -0.34308
H 1.27036 1.56056 -0.46268
```

Properties
- Multiplicity: 1
- Relative energy (zero: lowest compared OMol25 entry of this formula, charge and spin): 3.400 eV
- Gap between HOMO and LUMO (alpha / beta): 8.939 / 9.001 eV
- HOMO energy (alpha / beta): -10.02 / -8.99 eV
- Total energy: -605.087929 hartree

Results of the Löwdin charge analysis, in e, for atoms 1 through 5:
1 N 0.052
2 O -0.371
3 O -0.597
4 S 0.939
5 H 0.001